Below is B4CuF16 as an isolated structure in a non-equilibrium geometry, with properties calculated with ωB97M-V/def2-TZVPD.

Positions of all 21 atoms, in Å:
Cu: -0.2344 -0.0716 -0.2385
B: 3.2145 -2.7274 2.1259
F: 2.5229 -1.6551 2.7074
F: 4.4924 -2.3941 2.0118
F: 3.1794 -3.8998 2.8799
F: 2.6583 -2.9931 0.9294
B: -0.3466 -0.1795 -4.5361
F: -0.7811 -1.3429 -3.9873
F: 0.9068 0.0439 -3.9764
F: -0.4673 -0.1128 -5.9198
F: -1.0645 0.8331 -3.8850
B: 1.5546 4.1352 0.9412
F: 2.4517 4.7962 1.7270
F: 0.5216 3.7763 1.7049
F: 0.9743 4.9079 -0.0715
F: 2.1163 3.0450 0.4378
B: -4.3417 -1.2414 1.4229
F: -3.1897 -1.8413 1.7616
F: -5.1048 -1.0142 2.5541
F: -4.0845 -0.0516 0.9203
F: -4.9782 -2.0126 0.4902

net charge = -2
2S+1 = 2
ΔE to the lowest compared entry with this formula, charge and spin = 195.5 kcal/mol
E_LUMO (alpha / beta) = 1.27 / -4.46 eV
max |F| = 4.7 eV/Å
<S²> = 0.7529

Atomic partial charges in e from the Mulliken method, atoms 1 to 8:
1. Cu 0.993
2. B 0.591
3. F -0.344
4. F -0.295
5. F -0.361
6. F -0.328
7. B 0.592
8. F -0.335